(1)
Molecular formula: C8H17F
Method: DFT, the ωB97M-V functional and the def2-TZVPD basis

XYZ file:
```
26
Properties=species:S:1:pos:R:3:forces:R:3:nbo_charge:R:1
C 1.136 -2.048 0.950 -0.0182 -0.2108 0.1989 -0.400
C 2.050 -0.830 1.093 0.2198 0.0051 0.1755 -0.397
C 1.349 0.441 0.609 0.0080 0.2815 0.1662 -0.409
C 0.865 0.285 -0.834 0.0265 0.1556 -0.1600 -0.399
C -0.050 -0.934 -0.976 -0.2854 -0.0088 -0.1386 -0.411
C 0.652 -2.205 -0.493 -0.0334 -0.2506 -0.1270 -0.397
H 0.257 -1.916 1.611 0.3090 -0.0983 -0.1875 0.197
H 1.667 -2.964 1.276 -0.2692 0.3796 -0.0914 0.206
H 2.960 -0.991 0.482 -0.2418 0.0532 0.2587 0.190
H 2.369 -0.713 2.146 -0.0708 -0.0548 -0.4718 0.207
H 2.032 1.308 0.691 -0.3029 -0.3293 0.0001 0.204
H 0.476 0.638 1.261 0.3435 -0.0479 -0.2001 0.204
H 0.334 1.200 -1.159 0.2937 -0.3592 0.0471 0.199
H 1.743 0.152 -1.494 -0.3054 0.1255 0.1626 0.195
H -0.959 -0.772 -0.366 0.2992 -0.0747 -0.2570 0.206
H -0.368 -1.051 -2.030 0.0778 0.0487 0.4315 0.204
H -0.031 -3.072 -0.574 0.3344 0.3450 -0.0117 0.207
H 1.525 -2.402 -1.144 -0.3036 -0.0123 0.1876 0.190
C -2.561 1.925 -0.839 -0.1633 -0.1007 -0.3027 -0.652
C -1.941 2.108 0.523 0.2356 0.5633 0.2142 0.052
F -2.033 0.920 1.251 -0.0185 0.0503 -0.0033 -0.379
H -2.040 1.130 -1.399 -0.2155 0.3285 0.2073 0.219
H -2.487 2.865 -1.411 -0.0307 -0.3341 0.1983 0.219
H -3.625 1.652 -0.747 0.4142 0.1196 -0.0416 0.218
H -0.869 2.375 0.461 -0.4609 -0.1785 0.0007 0.163
H -2.451 2.896 1.110 0.1578 -0.3958 -0.2560 0.163
```
Forces are in eV/Å.

Calculated values
SMILES: C1CCCCC1.CCF
HOMO in eV: -10.4819
Multiplicity: 1
Strongest force on any atom in eV Å⁻¹: 0.65
Orbital gap in eV: 11.5993
Relative energy (zero: lowest compared OMol25 entry of this formula, charge and spin) in kcal/mol: 0.0

(2)
Molecular formula: C8H17FN2O2P
Method: DFT, the ωB97M-V functional and the def2-TZVPD basis

XYZ file:
```
31
Properties=species:S:1:pos:R:3:forces:R:3:nbo_charge:R:1
C -0.415 -0.240 -3.068 0.3985 0.4839 -0.3433 0.633
C 1.562 -0.202 1.002 -0.4536 2.2714 -2.2203 0.629
C -0.305 -0.301 -4.515 -1.0136 -2.7121 -0.3379 -0.712
C 2.949 -0.585 1.005 0.5327 -1.3623 3.8984 -0.645
C -1.084 0.902 3.256 1.4370 1.1367 2.6054 -0.412
C -1.085 0.947 -2.439 -0.5012 1.3508 -1.0680 -0.330
C 0.873 -0.031 2.313 -0.4104 -0.4454 -0.8335 -0.303
C -1.309 -0.557 1.465 -3.1912 0.4767 0.6598 -0.606
N -0.974 0.699 -1.047 -1.7976 0.1484 3.6831 -0.920
N -0.499 0.439 2.053 2.2458 0.0397 0.8610 -0.446
O 0.036 -1.099 -2.339 -0.2011 -0.2893 0.4125 -0.554
O 0.872 -1.038 0.079 -0.0600 -0.6109 0.4958 -0.778
F 1.541 1.042 0.263 -0.0155 -0.3299 1.2008 -0.390
P -0.647 -0.768 -0.226 0.8047 3.7438 0.0945 1.886
H -1.317 -0.243 -4.938 0.2518 0.0256 -0.0976 0.257
H 0.223 0.537 -4.804 1.2396 1.7949 -1.0487 0.255
H 0.186 -1.257 -4.823 -0.3706 0.9554 0.1397 0.262
H 3.492 0.119 1.645 0.0387 -0.2966 -0.0492 0.241
H 3.039 -1.619 1.394 0.1876 0.5441 -0.0701 0.234
H 3.328 -0.546 0.074 1.2522 0.0994 -3.2235 0.244
H -1.263 0.074 4.014 0.2127 0.7896 -0.6314 0.181
H -0.403 1.723 3.722 -1.1560 -1.5264 -0.6221 0.224
H -2.001 1.380 3.038 -1.2062 0.4624 -0.1231 0.208
H -2.173 0.944 -2.782 1.2278 0.1022 0.2448 0.234
H -0.642 2.025 -2.747 -0.7162 -2.6476 0.6069 0.264
H 1.440 0.605 2.958 0.1230 1.1014 -0.0200 0.249
H 1.010 -0.979 2.837 -0.7993 -0.5804 0.0784 0.208
H -1.510 -1.442 2.219 0.6203 0.7976 -1.9124 0.242
H -2.350 -0.011 1.438 1.5117 -1.3776 -0.4718 0.250
H -1.514 1.416 -0.472 1.2351 -1.5103 -0.7170 0.441
H -1.061 -1.933 -0.576 -1.4267 -2.6353 -1.1911 -0.045
```
Forces are in eV/Å.

Calculated values
Charge: +1
HOMO in eV: -12.8482
Multiplicity: 1
Strongest force on any atom in eV Å⁻¹: 4.16
Orbital gap in eV: 10.1510
Relative energy (zero: lowest compared OMol25 entry of this formula, charge and spin) in kcal/mol: 0.0

(3)
Molecular formula: C8H17FNO2S
Method: DFT, the ωB97M-V functional and the def2-TZVPD basis

XYZ file:
```
30
Properties=species:S:1:pos:R:3:forces:R:3:nbo_charge:R:1
C 1.016 2.138 4.040 -0.1927 -0.1500 0.0085 -0.422
N 1.184 2.092 2.586 -0.1594 0.2919 0.2443 -0.624
C 0.021 1.936 1.830 -0.1790 0.4036 -0.1406 -0.277
S -0.270 0.148 1.250 0.2113 -0.2268 -0.0384 0.534
C 1.252 -0.719 1.713 -0.0659 -0.2559 0.1863 -0.569
C 2.474 -0.514 0.821 -0.1799 -0.0771 -0.2646 0.042
F 3.346 0.377 1.396 0.1122 0.1526 0.1365 -0.347
H 0.478 3.033 4.377 0.1053 -0.0599 -0.0215 0.199
H 0.433 1.267 4.356 0.1123 0.0505 0.0272 0.193
H 1.990 2.088 4.527 -0.0942 0.0339 -0.0722 0.231
H 1.777 2.834 2.248 0.1379 -0.1786 -0.1583 0.402
H -0.914 2.131 2.364 0.1205 0.0294 -0.0136 0.221
H 0.023 2.491 0.890 0.0482 0.0111 0.1836 0.242
H 0.022 0.246 -0.063 -0.1259 -0.0305 -0.1365 0.209
H 0.934 -1.764 1.739 0.1493 0.0984 -0.0225 0.266
H 1.477 -0.391 2.730 0.0148 -0.0774 -0.0808 0.278
H 2.208 -0.136 -0.170 -0.0151 -0.1294 0.0583 0.190
H 2.988 -1.469 0.703 -0.0015 0.0398 0.0263 0.199
O 0.316 -1.319 -1.436 -0.0995 -0.0074 0.0297 -0.632
C -0.656 -1.267 -2.154 0.0874 0.1703 0.0555 0.818
O -1.480 -0.208 -2.104 -0.0581 -0.0395 0.0060 -0.503
C -2.606 -0.400 -3.007 0.0539 -0.0164 0.0754 -0.070
C -2.118 -1.436 -4.014 0.0295 0.0439 -0.0021 -0.431
C -1.144 -2.259 -3.175 0.0756 -0.0395 0.0283 -0.531
H -3.445 -0.759 -2.410 -0.0162 0.0032 -0.0186 0.190
H -2.846 0.572 -3.427 -0.0034 -0.0159 -0.0434 0.213
H -2.936 -2.014 -4.436 0.0018 -0.0212 0.0094 0.241
H -1.587 -0.943 -4.828 -0.0180 -0.0077 -0.0160 0.224
H -1.635 -3.071 -2.633 -0.0283 0.0056 -0.0166 0.252
H -0.301 -2.685 -3.713 -0.0231 -0.0011 -0.0299 0.261
```
Forces are in eV/Å.

Calculated values
Charge: +1
HOMO in eV: -13.1355
Multiplicity: 1
Strongest force on any atom in eV Å⁻¹: 0.46
Orbital gap in eV: 10.4171

(4)
Molecular formula: C8H17InO3
Method: DFT, the ωB97M-V functional and the def2-TZVPD basis

XYZ file:
```
29
Properties=species:S:1:pos:R:3:forces:R:3:nbo_charge:R:1
In -12.360 -24.487 20.070 0.0725 -1.0062 0.6656 0.990
C -16.192 -27.164 22.181 0.3598 -0.7363 -0.3229 -0.650
C -15.065 -26.433 22.889 -1.0933 0.0927 -0.8001 -0.149
O -14.213 -25.858 21.984 0.4359 0.4524 0.1233 -0.390
H -16.612 -26.582 21.361 0.0307 0.1278 0.0454 0.198
H -17.018 -27.567 22.767 0.2368 0.2970 0.3970 0.263
H -15.683 -28.028 21.753 -0.3658 -0.1530 -0.3547 0.239
H -14.497 -27.130 23.505 0.5703 -0.2790 0.3014 0.291
H -15.383 -25.699 23.630 0.0605 0.4689 0.3149 0.216
C -12.037 -22.809 15.562 -0.8255 -0.1241 0.5424 -0.659
C -11.852 -22.020 16.847 0.1800 -0.8858 1.8805 0.670
O -11.793 -22.565 17.975 -0.1830 1.4603 -3.1902 -0.169
C -11.675 -20.517 16.777 0.4549 -0.0021 0.0274 -0.675
H -12.566 -22.156 14.867 0.2973 0.0516 -0.1461 0.301
H -12.630 -23.706 15.739 0.2452 -0.0957 0.0232 0.279
H -11.024 -23.057 15.246 0.2061 0.0190 -0.2403 0.329
H -12.655 -20.047 16.871 -0.2560 -0.0689 0.5055 0.315
H -11.353 -20.208 15.783 0.3602 -0.3808 -0.0604 0.312
H -10.966 -20.264 17.565 -0.2318 0.4956 -0.0660 0.291
C -16.754 -23.176 21.233 0.2897 -0.9441 -0.9147 -0.632
C -15.562 -22.292 21.459 0.6981 -0.7903 -0.8706 0.670
O -14.541 -22.609 20.844 -1.6207 0.8893 1.0272 -0.148
C -15.713 -21.201 22.396 1.9194 1.5761 1.5999 -0.741
H -16.943 -23.641 22.200 -0.2233 0.0086 0.1181 0.311
H -16.468 -23.914 20.482 -0.5541 -0.1270 0.0914 0.260
H -17.555 -22.516 20.900 -0.2027 0.0071 0.0970 0.319
H -16.074 -20.266 21.967 -0.4613 -0.1366 -0.4821 0.346
H -14.701 -20.949 22.715 0.1651 0.2178 0.1028 0.287
H -16.243 -21.422 23.322 -0.5650 -0.4340 -0.4149 0.327
```
Forces are in eV/Å.

Calculated values
Charge: +3
HOMO (alpha / beta) in eV: -19.5102 / -19.0388
Multiplicity: 2
<S²>: 1.765
Strongest force on any atom in eV Å⁻¹: 3.51
Orbital gap (alpha / beta) in eV: 4.3921 / 3.9394
Relative energy (zero: lowest compared OMol25 entry of this formula, charge and spin) in kcal/mol: 0.0

(5)
Molecular formula: C8H17N2
Method: DFT, the ωB97M-V functional and the def2-TZVPD basis

XYZ file:
```
27
Properties=species:S:1:pos:R:3:forces:R:3:nbo_charge:R:1
C -2.892 -0.911 0.950 3.6345 -0.7861 0.1512 -0.593
C -1.949 0.037 0.131 -1.1529 -0.4463 -1.1706 -0.118
C -2.597 0.246 -1.324 1.3540 2.9509 2.0830 -0.563
N -0.754 -0.668 -0.161 3.6144 0.2333 -0.1648 0.052
N 0.403 -0.188 -0.361 -3.0408 -2.7394 -0.1449 0.024
C 1.657 -1.031 -0.568 0.4211 2.4382 3.8360 -0.033
C 2.118 -1.615 0.804 -1.5729 0.7936 -0.0745 -0.623
C 2.391 0.267 -0.869 1.2324 0.3896 -1.3976 -0.418
C 1.133 1.077 -0.529 -0.5220 2.4317 0.7400 -0.105
C 1.187 1.978 0.724 0.9043 1.3693 0.2851 -0.628
H -3.467 -0.286 1.480 -2.7541 2.1980 1.7495 0.225
H -3.441 -1.589 0.373 -0.8396 -0.6721 -1.1911 0.227
H -2.431 -1.542 1.750 0.3837 0.6372 -0.7758 0.234
H -1.816 1.040 0.554 0.1912 -0.3375 0.1732 0.218
H -3.151 -0.570 -1.600 -0.8204 -2.1885 -1.0158 0.229
H -1.795 0.580 -1.995 -0.5582 -0.2828 -0.2000 0.212
H -3.314 1.071 -1.179 0.3268 -0.2058 -0.2236 0.241
H 1.694 -1.676 -1.360 -0.7213 -1.9462 -1.8000 0.235
H 3.193 -1.631 0.857 0.3445 0.3672 0.1566 0.241
H 1.818 -2.624 0.798 -0.4872 -1.3942 0.3990 0.236
H 1.606 -1.114 1.702 1.0480 -0.4978 -1.3982 0.230
H 2.687 0.206 -1.994 -0.1042 0.8901 2.1833 0.253
H 3.212 0.446 -0.109 -0.6452 0.0074 -1.5015 0.243
H 0.672 1.816 -1.207 0.0487 -1.2199 -0.7040 0.262
H 1.947 1.624 1.396 0.3124 -0.4393 0.5028 0.223
H 0.248 2.046 1.345 0.8216 0.2439 -1.1382 0.240
H 1.640 3.011 0.390 -1.4185 -1.7948 0.6409 0.255
```
Forces are in eV/Å.

Calculated values
Charge: +1
SMILES: CC(C)/N=[N+]1/[C@H](C)C[C@@H]1C
HOMO in eV: -15.0571
Multiplicity: 1
Strongest force on any atom in eV Å⁻¹: 4.56
Orbital gap in eV: 10.1653
Relative energy (zero: lowest compared OMol25 entry of this formula, charge and spin) in kcal/mol: 95.4

(6)
Molecular formula: C8H17N2
Method: DFT, the ωB97M-V functional and the def2-TZVPD basis

XYZ file:
```
27
Properties=species:S:1:pos:R:3:forces:R:3:nbo_charge:R:1
C 1.528 -1.081 -0.584 2.0095 1.1772 -1.3881 -0.126
C 3.221 0.309 0.795 6.1571 -2.3404 4.7314 -0.299
C -0.819 1.065 -0.280 1.6342 -1.0403 0.6230 0.043
C -0.966 -0.479 -0.135 -1.0470 -0.5832 0.5146 0.039
C -0.106 1.451 -1.325 -0.3051 -1.8399 -1.4959 -0.351
C -1.038 2.063 0.871 -1.3512 -0.9495 -0.9901 -0.651
C -1.862 -0.790 1.064 1.1375 1.4132 2.7330 -0.625
C -1.496 -1.437 -1.270 1.2572 0.9848 -1.0635 -0.597
N 0.305 -1.118 0.196 0.8658 0.6645 0.4930 -0.181
N 2.272 0.164 -0.043 -7.6343 -0.1766 -5.5733 -0.575
H 2.118 -2.065 -0.582 -0.7277 1.4906 0.7300 0.277
H 3.416 1.284 1.271 0.0571 -0.8790 -0.4942 0.225
H 3.904 -0.645 0.857 -0.9962 2.4590 0.3537 0.193
H 1.385 -0.873 -1.717 -0.3763 -0.4339 2.1692 0.245
H -0.065 2.442 -1.561 0.5314 2.7550 -0.3858 0.219
H 0.347 0.810 -2.113 -0.7683 0.2698 0.7302 0.211
H -0.334 2.014 1.662 1.3088 -0.4161 0.4802 0.235
H -1.972 1.894 1.431 -0.0056 0.6021 -0.7738 0.236
H -0.904 3.031 0.392 -0.5725 0.2486 0.3914 0.248
H -2.169 -1.785 0.960 -1.0903 -1.2813 0.1872 0.229
H -2.660 -0.086 1.384 0.2466 -0.5939 -1.1802 0.263
H -1.252 -0.775 2.039 -0.4814 -0.0132 -1.2368 0.211
H -2.530 -1.157 -1.464 0.0256 -0.2319 -0.2110 0.254
H -1.427 -2.358 -0.695 -0.4053 -0.5299 -0.8731 0.217
H -0.881 -1.526 -2.262 -1.1239 0.4349 1.9551 0.236
H 0.440 -1.282 1.205 0.2118 -0.0792 -0.4308 0.423
H 1.545 0.931 -0.095 1.4424 -1.1111 0.0045 0.401
```
Forces are in eV/Å.

Calculated values
Charge: +1
HOMO (alpha / beta) in eV: -9.5477 / -14.1546
Multiplicity: 3
<S²>: 2.010
Strongest force on any atom in eV Å⁻¹: 9.45
Orbital gap (alpha / beta) in eV: 6.6694 / 6.5830
Relative energy (zero: lowest compared OMol25 entry of this formula, charge and spin) in kcal/mol: 53.7